P | CH10O4 as an isolated structure, computed with wB97M-V/def2-TZVPD.

```
! wB97M-V def2-TZVPD RIJCOSX def2/J DEFGRID3
* xyz 0 1
C 0.180 -1.762 -1.328
O -0.113 -0.684 -2.268
H 0.599 -2.663 -1.776
H 0.834 -1.479 -0.502
H -0.767 -2.172 -0.978
H -0.203 0.061 -1.669
O -1.041 1.796 1.613
H -1.741 1.168 1.439
H -0.260 1.257 1.737
O -0.266 0.935 -0.786
H -0.959 1.433 -0.353
H 0.379 0.774 -0.097
O 0.784 0.592 1.518
H 0.917 -0.241 1.971
H 1.656 0.984 1.477
*
```

Q | A 4-piece molecular cluster, CH10O4 overall, computed with wB97M-V/def2-TZVPD.

```
! wB97M-V def2-TZVPD RIJCOSX def2/J DEFGRID3
* xyz 0 1
C -2.483 -1.383 0.225
O -1.582 -0.571 0.988
H -2.929 -0.908 -0.669
H -2.060 -2.415 0.002
H -3.319 -1.605 0.936
H -0.755 -0.478 0.498
O 2.325 0.773 -0.996
H 1.950 1.259 -1.739
H 2.009 1.344 -0.292
O 0.976 -1.283 -0.305
H 1.774 -1.031 0.154
H 1.117 -1.025 -1.254
O 0.440 2.137 0.302
H 0.289 2.985 0.613
H -0.455 1.722 0.486
*
```

SMILES: CO.O.O.O

R | A 4-piece molecular cluster, CH10O4 overall, computed with wB97M-V/def2-TZVPD.

```
! wB97M-V def2-TZVPD RIJCOSX def2/J DEFGRID3
* xyz 0 1
C 1.425 1.039 -0.557
O 1.492 0.659 0.814
H 2.501 1.128 -0.909
H 0.823 0.467 -1.314
H 1.005 2.011 -0.537
H 1.552 -0.323 0.838
O -1.763 -0.719 -0.917
H -2.539 -0.437 -1.469
H -1.706 0.032 -0.292
O 0.595 -2.085 -0.149
H -0.157 -1.843 0.440
H 0.264 -1.666 -0.957
O -1.328 1.163 0.829
H -1.836 1.217 1.688
H -0.422 1.042 1.236
*
```

SMILES: CO.O.O.O

What is the stability order? It is R, Q, P, from most stable to least stable.

P | C7H10NOPS2 in the gas phase, computed with wB97M-V/def2-TZVPD.

```
! wB97M-V def2-TZVPD RIJCOSX def2/J DEFGRID3
* xyz 0 1
C 3.096 1.473 1.376
O 2.164 1.517 0.286
S 2.287 0.278 -0.843
P 0.956 -1.201 -0.134
N 1.010 -2.051 -1.983
S 1.646 -2.552 1.064
C -0.666 -0.348 -0.038
C -1.059 0.494 1.030
C -2.345 0.982 1.037
C -3.223 0.731 -0.030
C -2.812 -0.027 -1.066
C -1.489 -0.521 -1.122
H 3.350 2.541 1.526
H 4.012 1.070 0.923
H 2.843 0.781 2.183
H 0.239 -2.686 -1.894
H 1.887 -2.514 -2.109
H -0.521 0.679 1.947
H -2.593 1.520 1.945
H -4.361 1.113 -0.045
H -3.253 -0.352 -1.995
H -1.170 -0.926 -2.057
*
```

SMILES: COS[P@@](N)(=S)c1ccccc1

Q | A 2-piece molecular cluster, C7H10NOPS2 overall, computed with wB97M-V/def2-TZVPD.

```
! wB97M-V def2-TZVPD RIJCOSX def2/J DEFGRID3
* xyz 0 1
C -1.791 -0.017 2.341
C -0.707 -0.879 2.300
C -1.736 1.207 1.695
C 0.448 -0.520 1.628
C -0.588 1.575 1.018
C 0.503 0.717 1.000
C -0.164 0.074 -3.295
N 2.953 -0.068 -0.013
O 0.853 0.982 -3.634
P 2.028 1.331 0.209
S 3.000 2.575 1.358
S 0.870 2.432 -2.863
H -2.680 -0.305 2.881
H -0.757 -1.835 2.800
H -2.585 1.874 1.724
H 1.302 -1.180 1.609
H -0.519 2.521 0.501
H -1.127 0.577 -3.154
H 0.091 -0.458 -2.371
H -0.237 -0.638 -4.119
H 2.626 -0.702 -0.733
H 3.941 0.136 -0.122
*
```

What is the stability order? It is P, Q, from most stable to least stable.

P | C3H3ClN2S in the gas phase, computed with wB97M-V/def2-TZVPD.

```
! wB97M-V def2-TZVPD RIJCOSX def2/J DEFGRID3
* xyz 0 1
Cl 1.248 -1.703 0.307
C -0.474 -2.261 0.236
C -1.454 -1.199 0.509
C -1.859 -0.325 1.464
N -2.883 0.555 1.190
N -3.322 0.519 -0.017
S -2.634 -0.511 -1.029
H -0.695 -2.803 -0.824
H -0.577 -3.208 0.841
H -1.547 -0.342 2.489
*
```

SMILES: ClCc1cnns1

Q | C3H3ClN2S in the gas phase, computed with wB97M-V/def2-TZVPD.

```
! wB97M-V def2-TZVPD RIJCOSX def2/J DEFGRID3
* xyz 0 1
Cl 0.976 1.687 0.823
C 1.931 0.052 0.543
C 1.076 -1.098 0.916
C 1.575 -2.374 1.140
N 0.647 -3.228 1.544
N -0.517 -2.728 1.636
S -0.623 -1.176 1.173
H 2.378 0.165 -0.415
H 2.782 0.230 1.286
H 2.565 -2.769 0.957
*
```

SMILES: ClCc1cnns1

R | C3H3ClN2S in the gas phase, computed with wB97M-V/def2-TZVPD.

```
! wB97M-V def2-TZVPD RIJCOSX def2/J DEFGRID3
* xyz 0 1
S -1.760 1.565 -0.006
C -0.569 0.371 -0.071
N 0.848 0.446 -0.217
C 1.460 -0.799 -0.070
N 0.503 -1.742 0.123
C -0.710 -0.999 0.129
Cl -2.395 -1.764 -0.093
H -1.168 2.707 0.216
H 1.303 1.273 0.075
H 2.487 -1.059 -0.087
*
```

SMILES: Sc1[nH]cnc1Cl

What is the stability order? It is R, Q, P, from most stable to least stable.

P | An isolated ion of composition C3H3O3S and charge -1, computed with wB97M-V/def2-TZVPD.

```
! wB97M-V def2-TZVPD RIJCOSX def2/J DEFGRID3
* xyz -1 1
C -0.626 -1.103 0.549
C 1.382 -0.272 -0.810
C -0.143 -0.027 -0.313
O 2.199 0.130 -0.023
O 4.675 1.159 0.434
O 4.432 -1.290 0.318
S 4.211 -0.007 -0.359
H -0.177 -0.971 1.493
H -0.846 0.160 -1.177
H -0.074 0.960 0.203
*
```

Q | An isolated ion of composition C3H3O3S and charge -1, computed with wB97M-V/def2-TZVPD.

```
! wB97M-V def2-TZVPD RIJCOSX def2/J DEFGRID3
* xyz -1 1
O -2.308 -0.308 -0.199
C -1.324 -1.076 -0.418
O -1.289 -2.340 -0.241
C -0.064 -0.356 -0.813
S 0.806 -0.248 -2.213
C 0.411 0.474 0.527
O 1.343 1.711 1.042
H -0.417 0.622 1.124
H 0.834 -0.419 0.868
H 2.009 1.939 0.324
*
```

SMILES: O=C([O-])C(=S)CO

What is the stability order? It is Q, P, from most stable to least stable.

P | C3H3O3S as an isolated structure, computed with wB97M-V/def2-TZVPD.

```
! wB97M-V def2-TZVPD RIJCOSX def2/J DEFGRID3
* xyz -1 1
C 0.610 0.120 0.194
C -0.308 0.888 -0.333
C -1.087 -0.478 -0.731
O -1.329 3.085 0.658
O -1.540 2.647 -1.830
O 0.089 -1.140 -0.082
S -0.667 2.733 -0.596
H 1.504 0.179 0.756
H -1.931 -0.695 -0.251
H -1.181 -0.581 -1.851
*
```

Q | An isolated ion of composition C3H3O3S and charge -1, computed with wB97M-V/def2-TZVPD.

```
! wB97M-V def2-TZVPD RIJCOSX def2/J DEFGRID3
* xyz -1 1
O -1.786 0.591 -1.228
S -1.465 -0.122 0.041
O -2.458 0.233 1.119
C 0.050 0.899 0.625
C 1.110 0.164 0.292
C 0.846 -0.947 -0.612
O 1.421 -2.035 -0.722
H 0.057 1.710 1.387
H 2.065 0.454 0.618
H 0.161 -0.948 -1.520
*
```

SMILES: O=S(=O)=C/C=C/[O-]

What is the stability order? It is Q, P, from most stable to least stable.

P | A 2-piece molecular cluster, C5H12N3O overall, computed with wB97M-V/def2-TZVPD.

```
! wB97M-V def2-TZVPD RIJCOSX def2/J DEFGRID3
* xyz 1 1
C 2.165 -0.942 -0.409
C -1.745 -1.100 -0.033
C 1.346 -2.024 0.149
C 1.119 2.014 1.003
C 1.010 1.243 -0.265
N 1.805 0.257 -0.482
N -2.688 -0.436 0.461
N 0.171 1.662 -1.201
O -4.072 -0.349 0.095
H 3.156 -1.179 -0.787
H -2.052 -1.716 -0.889
H 0.301 -1.719 0.284
H 1.411 -2.904 -0.489
H 1.767 -2.313 1.114
H 0.360 1.651 1.697
H 0.947 3.073 0.829
H 2.091 1.878 1.468
H -2.599 0.167 1.273
H -0.323 2.535 -1.110
H 0.078 1.158 -2.070
H -4.249 -0.954 -0.640
*
```

Q | A 2-piece molecular cluster, C5H12N3O overall, computed with wB97M-V/def2-TZVPD.

```
! wB97M-V def2-TZVPD RIJCOSX def2/J DEFGRID3
* xyz 1 1
C 2.454 1.748 0.491
C 2.098 0.379 -0.068
C 0.536 0.315 -0.174
C 0.130 -1.159 -0.343
C -1.366 -1.422 -0.660
N -2.767 -0.443 1.095
N -3.729 0.817 -0.469
N -1.916 -1.197 0.667
O -4.624 1.302 0.056
H 2.483 1.496 1.494
H 3.257 2.100 -0.011
H 1.666 2.526 0.289
H 2.593 -0.342 0.520
H 2.494 0.289 -1.012
H 0.345 1.056 -0.910
H 0.235 0.658 0.719
H 0.535 -1.663 0.450
H 0.524 -1.655 -1.276
H -1.381 -2.383 -1.082
H -1.997 -0.691 -1.241
H -1.569 -1.733 1.465
*
```

What is the stability order? It is P, Q, from most stable to least stable.

P | C3H6FNO2 in the gas phase, computed with wB97M-V/def2-TZVPD.

```
! wB97M-V def2-TZVPD RIJCOSX def2/J DEFGRID3
* xyz 0 1
C -1.170 0.366 0.923
C -0.903 -0.154 -0.515
C 0.715 -0.669 -0.487
F 0.952 -1.611 0.415
N 1.565 0.548 -0.236
O 1.663 1.401 -1.124
O 2.107 0.623 0.872
H -0.465 1.191 1.088
H -0.904 -0.530 1.494
H -2.233 0.594 1.188
H -1.277 -1.106 -0.782
H -0.834 0.449 -1.411
H 0.783 -1.103 -1.424
*
```

SMILES: CC[C@H](F)[N+](=O)[O-]

Q | C3H6FNO2 in the gas phase, computed with wB97M-V/def2-TZVPD.

```
! wB97M-V def2-TZVPD RIJCOSX def2/J DEFGRID3
* xyz 0 1
C -1.759 0.322 0.018
C -0.402 0.943 0.126
O -0.091 2.039 -0.310
C 0.686 -0.084 0.661
F 1.907 0.597 0.683
N 0.661 -1.141 -0.235
O 1.104 -0.691 -1.475
H -2.492 0.982 -0.356
H -1.822 -0.035 0.981
H -1.623 -0.501 -0.647
H 0.504 -0.454 1.650
H 1.291 -1.754 0.228
H 2.035 -0.222 -1.326
*
```

SMILES: CC(=O)[C@H](F)NO

R | C3H6FNO2 in the gas phase, computed with wB97M-V/def2-TZVPD.

```
! wB97M-V def2-TZVPD RIJCOSX def2/J DEFGRID3
* xyz 0 1
N -0.270 1.273 -0.031
C -0.142 -0.094 0.458
C -1.032 -1.063 -0.277
F -2.322 -0.547 -0.287
C 1.687 -0.300 0.181
O 2.193 -1.360 0.350
O 2.152 0.844 -0.161
H -0.891 1.858 0.515
H -0.595 1.273 -0.993
H -0.273 -0.136 1.537
H -1.084 -2.034 0.217
H -0.751 -1.178 -1.329
H 1.328 1.465 -0.179
*
```

SMILES: N[C@@H](CF)C(=O)O

S | C3H6FNO2 in the gas phase, computed with wB97M-V/def2-TZVPD.

```
! wB97M-V def2-TZVPD RIJCOSX def2/J DEFGRID3
* xyz 0 1
C -0.789 -0.016 -1.037
C 0.079 0.512 0.125
O -0.465 1.699 0.500
O 1.493 0.552 -0.168
N 1.794 -0.297 0.952
C 0.338 -0.501 1.238
F -0.078 -0.156 2.497
H -1.442 0.830 -1.552
H -1.438 -0.711 -0.624
H -0.143 -0.559 -1.804
H 0.019 2.039 1.275
H 2.179 0.327 1.673
H -0.039 -1.546 0.912
*
```

SMILES: C[C@]1(O)ON[C@H]1F

What is the stability order? It is R, Q, S, P, from most stable to least stable.

P | A 14-piece molecular cluster, H28O14 overall, computed with wB97M-V/def2-TZVPD.

```
! wB97M-V def2-TZVPD RIJCOSX def2/J DEFGRID3
* xyz 0 1
O 0.099 4.302 -1.112
H -0.513 4.079 -1.822
H 0.544 3.462 -0.914
O 1.791 -2.837 1.185
H 1.735 -3.164 2.089
H 1.019 -3.238 0.719
O -0.444 -3.882 -0.112
H -0.902 -4.725 -0.190
H -1.111 -3.200 -0.384
O -0.184 -0.150 0.420
H 0.192 0.638 -0.015
H 0.494 -0.837 0.330
O -3.162 0.065 0.496
H -3.877 0.178 1.133
H -2.358 0.124 1.034
O 4.100 -1.350 0.521
H 3.398 -2.006 0.737
H 3.623 -0.585 0.187
O 1.144 -2.597 -2.124
H 1.796 -3.031 -2.687
H 0.733 -3.299 -1.594
O -1.605 -0.912 2.706
H -0.953 -0.539 2.077
H -1.273 -0.700 3.585
O 1.814 2.380 2.020
H 2.008 3.265 2.359
H 1.300 1.940 2.710
O 1.732 1.813 -0.731
H 1.891 2.075 0.207
H 2.571 1.982 -1.184
O -2.540 2.117 -1.613
H -2.689 3.034 -1.863
H -2.249 2.151 -0.678
O 0.872 0.039 -2.976
H 1.165 0.645 -2.289
H 0.970 -0.864 -2.602
O -1.437 2.854 0.982
H -0.606 2.734 1.454
H -1.409 3.777 0.687
O -2.416 -2.197 -1.160
H -3.241 -2.200 -0.662
H -2.019 -1.345 -0.926
*
```

Q | A 14-piece molecular cluster, H28O14 overall, computed with wB97M-V/def2-TZVPD.

```
! wB97M-V def2-TZVPD RIJCOSX def2/J DEFGRID3
* xyz 0 1
O -0.005 1.557 -2.544
H 0.182 1.416 -1.614
H 0.841 1.665 -2.793
O 2.715 1.792 -0.848
H 1.883 1.339 -1.082
H 3.627 1.241 -0.585
O 0.289 0.474 0.121
H -0.548 0.033 0.009
H 0.818 -0.278 0.419
O 1.428 -3.769 0.220
H 1.704 -2.836 -0.286
H 1.930 -4.326 -0.249
O 2.670 1.370 1.678
H 2.720 0.540 1.242
H 2.454 1.942 0.913
O 2.287 -1.270 1.341
H 2.034 -1.117 2.268
H 3.027 -1.722 1.346
O -4.298 -0.352 0.564
H -5.066 -0.529 -0.042
H -3.474 0.045 0.213
O -0.170 1.189 3.255
H 0.586 1.497 2.855
H -0.522 0.208 3.095
O -0.578 3.013 -0.092
H -1.070 3.638 0.569
H 0.011 2.298 0.425
O -2.113 -0.034 -2.792
H -2.631 0.159 -3.651
H -1.158 0.406 -2.884
O -2.593 1.253 -0.750
H -2.549 0.990 -1.574
H -1.912 2.037 -0.656
O 2.242 -0.725 -2.035
H 3.044 -1.256 -2.129
H 2.185 -0.103 -2.670
O -1.919 -1.834 0.258
H -1.892 -2.512 -0.248
H -2.730 -1.539 0.222
O -0.997 -1.620 3.016
H -0.924 -1.980 2.124
H -1.525 -2.301 3.359
*
```

R | A 14-piece molecular cluster, H28O14 overall, computed with wB97M-V/def2-TZVPD.

```
! wB97M-V def2-TZVPD RIJCOSX def2/J DEFGRID3
* xyz 0 1
O 1.139 14.153 -7.645
H 0.766 14.784 -8.286
H 1.734 14.738 -7.139
O 3.996 13.991 -8.905
H 4.823 14.277 -9.278
H 3.346 14.690 -9.128
O 6.421 9.037 -7.148
H 6.691 9.246 -6.292
H 5.613 9.579 -7.291
O 7.508 14.123 -5.302
H 7.024 13.322 -5.154
H 7.162 14.621 -6.046
O 2.724 16.046 -6.016
H 2.600 16.990 -5.911
H 3.588 15.808 -5.727
O 1.960 12.550 -9.859
H 2.701 13.088 -9.685
H 1.572 12.392 -9.008
O 6.997 11.886 -7.538
H 7.895 12.186 -7.614
H 6.987 10.941 -7.705
O 4.344 10.664 -4.968
H 4.841 11.294 -5.417
H 3.562 11.221 -4.812
O 4.789 12.791 -6.594
H 4.283 13.327 -7.257
H 5.515 12.495 -7.132
O 6.575 15.103 -7.876
H 6.473 14.306 -8.452
H 5.929 15.770 -8.220
O 4.148 13.456 -3.682
H 4.909 12.886 -3.796
H 4.302 14.129 -3.013
O 5.182 15.882 -5.364
H 5.792 16.170 -4.635
H 5.267 14.947 -5.421
O 6.610 13.416 -10.103
H 6.069 12.671 -10.041
H 7.491 13.093 -10.186
O 4.235 10.605 -7.929
H 4.476 10.807 -8.842
H 4.063 11.484 -7.516
*
```

What is the stability order? It is P, R, Q, from most stable to least stable.